Density functional theory data (ωB97M-V with the def2-TZVPD basis set) for C18H36F2N4O9S2Sr as an isolated structure in a non-equilibrium geometry.

```
72
C18H36F2N4O9S2Sr ωB97M-V with the def2-TZVPD basis set
Sr -0.441 1.010 0.520
C 6.071 0.523 5.295
C 5.055 1.412 4.567
C 5.644 2.810 4.439
C 6.776 3.063 3.483
C 6.437 2.358 2.134
C 5.946 0.938 2.141
N 4.860 0.817 3.212
O 3.895 -0.307 3.071
C 7.104 -0.046 2.334
C 5.327 0.685 0.725
C 3.651 1.484 5.348
H 7.116 0.776 5.113
H 6.099 -0.516 4.966
H 5.889 0.509 6.369
H 6.003 3.209 5.387
H 4.804 3.446 4.159
H 7.683 2.761 4.007
H 6.920 4.135 3.340
H 7.374 2.373 1.576
H 5.805 3.047 1.573
H 7.718 -0.095 1.435
H 6.849 -0.937 2.908
H 7.853 0.279 3.056
H 5.063 -0.372 0.670
H 6.108 0.995 0.031
H 4.400 1.206 0.484
H 2.779 1.800 4.775
H 3.690 2.220 6.151
H 3.513 0.504 5.804
C -4.157 -3.855 -1.412
C -4.147 -3.779 -2.909
C -5.626 -3.235 -3.278
C -5.748 -2.884 -4.765
C -4.762 -1.735 -5.132
C -3.266 -2.123 -4.846
N -3.102 -2.740 -3.452
O -1.754 -2.793 -3.030
C -2.448 -0.797 -4.990
C -2.863 -3.069 -5.960
C -4.002 -5.250 -3.535
H -5.132 -4.197 -1.065
H -4.061 -2.905 -0.888
H -3.425 -4.490 -0.914
H -5.985 -2.359 -2.737
H -6.466 -3.924 -3.200
H -6.768 -2.627 -5.050
H -5.545 -3.762 -5.379
H -5.012 -0.909 -4.467
H -4.802 -1.386 -6.164
H -1.406 -0.854 -4.676
H -2.817 0.078 -4.456
H -2.363 -0.402 -6.003
H -1.916 -3.540 -5.696
H -2.647 -2.696 -6.961
H -3.620 -3.805 -6.232
H -3.211 -5.809 -3.035
H -3.899 -5.276 -4.620
H -4.913 -5.809 -3.320
N -4.826 2.206 2.030
S -5.789 1.888 3.187
O -6.527 0.679 3.117
O -6.368 2.975 3.987
F -4.566 1.381 4.083
S -6.088 3.139 1.208
O -6.276 4.505 1.604
O -7.198 2.407 0.651
F -5.136 3.338 -0.083
N 0.659 6.089 -0.159
O 0.955 7.265 -0.320
O 0.462 5.608 0.914
O 0.570 5.367 -1.117
```

The orbital gap is 2.39 eV. As for the net charge: -2.

=====

Density functional theory data (ωB97M-V with the def2-TZVPD basis set) for a 5-piece molecular cluster, C35H81BNO11 overall in a non-equilibrium geometry.

```
129
C35H81BNO11 ωB97M-V with the def2-TZVPD basis set
C 3.934 -0.738 3.689
C 4.211 -1.905 2.727
C 5.665 -2.382 2.741
C 6.546 -1.689 1.698
O 6.063 -1.906 0.413
B 5.886 -0.671 -0.353
C 7.306 0.175 -0.689
O 7.604 0.296 -2.096
C 8.002 1.553 -2.473
O 7.063 2.568 -2.188
C 6.607 3.219 -3.344
C 5.510 4.188 -2.938
O 5.344 5.172 -3.956
O 4.835 0.083 0.384
C 4.001 0.836 -0.426
C 4.454 2.292 -0.169
C 4.375 2.540 1.349
N 4.358 3.982 1.643
C 4.308 0.225 -1.846
C 3.163 -0.466 -2.639
C 1.984 -1.017 -1.797
C 1.330 -2.259 -2.452
C -0.200 -2.375 -2.129
C -0.493 -2.342 -0.606
C -1.097 -1.010 -0.109
C -0.452 -0.455 1.185
C -1.500 0.134 2.158
C -1.231 1.574 2.614
C -0.799 2.505 1.495
O -1.787 2.532 0.487
C -1.327 3.246 -0.646
O 5.222 -0.821 -1.671
H 4.697 0.038 3.629
H 3.826 -1.073 4.722
H 2.972 -0.300 3.405
H 3.827 -1.704 1.731
H 3.607 -2.736 3.119
H 5.652 -3.441 2.467
H 6.114 -2.324 3.736
H 6.736 -0.636 1.943
H 7.531 -2.187 1.771
H 8.120 -0.431 -0.251
H 7.330 1.133 -0.158
H 8.972 1.803 -2.011
H 8.185 1.514 -3.553
H 7.375 3.821 -3.844
H 6.145 2.487 -4.013
H 5.714 4.641 -1.964
H 4.557 3.659 -2.832
H 4.566 5.697 -3.755
H 2.932 0.842 -0.182
H 5.498 2.456 -0.422
H 3.853 3.044 -0.705
H 5.276 2.110 1.778
H 3.526 1.991 1.776
H 4.250 4.125 2.638
H 3.584 4.382 1.131
H 4.687 1.016 -2.516
H 2.725 0.176 -3.416
H 3.622 -1.304 -3.162
H 2.358 -1.304 -0.815
H 1.227 -0.235 -1.737
H 1.792 -3.148 -2.015
H 1.450 -2.269 -3.538
H -0.645 -1.474 -2.562
H -0.598 -3.269 -2.610
H 0.412 -2.615 -0.063
H -1.244 -3.098 -0.413
H -1.035 -0.222 -0.860
H -2.157 -1.187 0.090
H 0.326 0.240 0.885
H 0.065 -1.299 1.645
H -2.479 0.061 1.688
H -1.499 -0.500 3.047
H -2.182 1.975 2.981
H -0.524 1.642 3.442
H 0.191 2.261 1.109
H -0.703 3.508 1.939
H -0.776 2.579 -1.314
H -2.185 3.702 -1.136
H -0.645 4.043 -0.329
C -0.590 -6.486 1.661
C -0.670 -5.068 2.205
C -1.005 -5.062 3.689
O -1.655 -4.331 1.485
H -1.551 -6.997 1.774
H -0.355 -6.474 0.597
H 0.175 -7.067 2.180
H 0.282 -4.559 2.043
H -1.979 -5.528 3.866
H -1.065 -4.039 4.061
H -0.252 -5.600 4.267
H -2.506 -4.763 1.615
C -3.765 -2.032 -4.647
C -3.532 -3.298 -3.837
C -4.655 -4.304 -4.048
O -3.430 -2.972 -2.455
H -4.694 -1.543 -4.339
H -2.957 -1.319 -4.480
H -3.824 -2.249 -5.715
H -2.580 -3.746 -4.124
H -5.612 -3.887 -3.721
H -4.478 -5.203 -3.456
H -4.740 -4.589 -5.098
H -4.262 -2.573 -2.179
C -5.835 3.798 1.655
C -5.804 4.648 0.394
C -5.643 3.782 -0.845
O -4.730 5.584 0.469
H -4.901 3.242 1.769
H -5.942 4.429 2.540
H -6.662 3.085 1.633
H -6.725 5.229 0.320
H -4.702 3.228 -0.804
H -5.614 4.399 -1.745
H -6.462 3.066 -0.941
H -3.909 5.082 0.537
C -10.597 -0.231 1.331
C -9.450 0.483 2.032
C -9.954 1.649 2.869
O -8.512 0.953 1.066
H -11.116 0.450 0.651
H -10.220 -1.059 0.730
H -11.319 -0.621 2.050
H -8.916 -0.222 2.670
H -10.453 2.389 2.237
H -9.122 2.155 3.359
H -10.658 1.314 3.633
H -8.966 1.578 0.491
```

The orbital gap is 6.39 eV. As for the net charge: -1.

=====

Density functional theory data (ωB97M-V with the def2-TZVPD basis set) for C8H12B2F4N4O4Re as an isolated structure in a non-equilibrium geometry.

```
35
C8H12B2F4N4O4Re ωB97M-V with the def2-TZVPD basis set
Re 0.071 -0.117 0.191
C -1.971 -4.001 0.408
C -1.659 -2.575 0.225
N -0.602 -1.943 0.589
O 0.586 -1.932 1.080
B 2.473 -1.689 -0.740
F 1.196 -1.261 -1.248
F 2.979 -2.783 -1.099
O 3.000 -0.760 0.154
N 2.185 0.328 0.246
C 2.730 1.502 0.160
C 4.162 1.831 0.185
C 1.660 2.490 -0.142
N 0.349 1.850 -0.385
O -0.541 2.622 -0.718
B -2.419 1.529 0.847
F -1.202 1.016 1.482
F -2.975 2.539 1.357
O -2.748 0.812 -0.278
N -1.963 -0.332 -0.341
C -2.595 -1.482 -0.293
C -4.007 -1.710 -0.552
C 1.811 3.878 -0.293
H -1.089 -4.578 0.684
H -2.417 -4.401 -0.510
H -2.723 -4.104 1.204
H 4.784 0.944 0.288
H 4.346 2.495 1.046
H 4.453 2.392 -0.712
H -4.558 -0.803 -0.790
H -4.474 -2.249 0.285
H -4.074 -2.410 -1.406
H 2.825 4.259 -0.184
H 1.135 4.386 0.455
H 1.272 4.258 -1.194
```

Its expectation value of S² is 0.860. The orbital gap (spin up / spin down) is 5.78 / 6.12 eV. Its multiplicity is 2. As for the net charge: +4.